Run i
19
Properties=species:S:1:pos:R:3 method="wB97M-V/def2-TZVPD" smiles=CCC.CC gap_ev=12.28 homo_ev=-11.15
C 0.3210 2.3467 0.9185
C 0.1904 -2.0785 -0.9354
C -0.9009 -2.3066 -2.0229
C 0.1119 2.4239 2.4385
C 0.2339 -0.6141 -0.4885
H -1.4106 -3.2601 -2.0219
H 1.1705 -2.3427 -1.3460
H -0.5498 -0.5063 0.2560
H -0.1594 3.3780 2.8986
H 0.4424 3.2786 0.3726
H -0.4321 1.7114 0.4841
H 1.2889 1.8644 0.7797
H 1.0933 2.2671 2.9120
H -1.5758 -1.4568 -1.8987
H -0.4774 1.6458 2.9239
H 0.0831 0.0624 -1.3424
H 0.1087 -2.7862 -0.1035
H -0.4120 -2.1039 -2.9733
H 1.2506 -0.3352 -0.2398

***

Run ii
19
Properties=species:S:1:pos:R:3 method="wB97M-V/def2-TZVPD" smiles=CCC.CC gap_ev=12.25 homo_ev=-11.13
C -0.9683 -0.9905 0.5514
C 1.5552 2.3133 -1.2492
C 1.3365 0.8784 -1.9328
C 0.1410 -0.9606 1.5843
C -2.2498 -1.5264 1.1900
H -2.2652 -0.9646 2.1723
H -2.3764 -2.6331 1.2558
H 1.3798 2.3138 -0.0909
H 1.9613 0.1496 -1.4815
H 0.8815 -0.3777 1.0869
H -0.6864 -1.7062 -0.2768
H -0.1824 -0.5790 2.5112
H 0.9793 3.1892 -1.5004
H 2.6721 2.6479 -1.4502
H -3.1155 -1.1028 0.7178
H 1.4758 0.9510 -2.9579
H 0.3410 -2.0930 1.6851
H 0.3466 0.5201 -1.7631
H -1.2262 -0.0296 -0.0519

***

Run iii
19
Properties=species:S:1:pos:R:3 method="wB97M-V/def2-TZVPD" smiles=CCC.CC gap_ev=12.36 homo_ev=-11.22
C 1.3985 0.6784 0.9508
C 0.6675 -0.6491 1.0305
C 1.2966 -1.5722 2.0711
C -1.0024 0.9307 -1.6426
C -2.3346 0.5776 -2.3255
H 0.8871 1.4586 0.4502
H -0.9713 0.5971 -0.6080
H 2.3474 0.5779 0.4217
H -3.0674 0.4095 -1.5327
H 1.1668 -1.1203 3.0591
H -2.3047 -0.3563 -2.8800
H 0.8296 -2.5553 2.1012
H -0.2855 0.2393 -2.0905
H -0.3903 -0.4570 1.2096
H -0.6562 1.9562 -1.6002
H 0.6242 -1.2346 0.1054
H -2.7215 1.3614 -2.9676
H 1.6649 1.0376 1.9476
H 2.3679 -1.6792 1.9348

***

Run iv
19
Properties=species:S:1:pos:R:3 method="wB97M-V/def2-TZVPD" smiles=CCC.CC gap_ev=12.09 homo_ev=-10.93
C 1.0643 1.3756 1.1887
C -0.4252 -1.7611 -0.4576
C 1.9630 0.9508 -0.0378
C -0.3625 1.6633 0.4789
C -1.9496 -1.9626 -0.8625
H -2.4220 -1.0190 -0.3872
H -0.8704 2.3940 0.9645
H -0.2370 -1.2453 0.6091
H -2.1711 -1.8834 -1.9582
H 0.0835 -1.2279 -1.1734
H -2.5180 -2.8169 -0.4926
H 2.9665 0.7384 0.3310
H 0.9844 0.6225 2.0891
H 1.6620 -0.0240 -0.4258
H -0.2439 2.3654 -0.4809
H -0.0432 -2.8277 -0.3546
H -0.8671 0.7431 0.3030
H 1.4272 2.3382 1.6342
H 1.9591 1.5766 -0.9679

***

run iii takes first place; second place is 33.4 kJ/mol up.

***

Run i
19
Properties=species:S:1:pos:R:3 method="wB97M-V/def2-TZVPD" smiles=CCC.CC gap_ev=12.20 homo_ev=-11.06
C -1.1712 -0.2997 1.6259
C -1.2977 0.8402 0.5221
C 1.2422 -1.9357 -1.8550
C -0.4564 2.0243 1.0748
C 1.4062 -0.4510 -1.5051
H -1.4822 -1.3108 1.1681
H 2.2330 -2.3529 -2.2278
H 1.0989 -2.4173 -0.9811
H -2.0754 -0.0862 2.3236
H -2.3589 1.1975 0.5474
H -0.2259 -0.3595 2.3487
H 1.3088 -0.2829 -0.4838
H 2.3277 0.0833 -1.7578
H -0.4732 2.1082 2.2027
H -0.9770 0.3879 -0.4133
H 0.5892 0.1130 -2.0175
H 0.3773 -2.3474 -2.3499
H -0.7616 3.0182 0.8290
H 0.6963 2.0708 0.9491

***

Run ii
19
Properties=species:S:1:pos:R:3 method="wB97M-V/def2-TZVPD" smiles=CCC.CC gap_ev=11.93 homo_ev=-10.82
C 1.7540 -0.5352 -0.2077
C -2.8356 -1.0679 -0.0603
C 1.7177 0.9767 -0.1890
C -1.4237 -0.8016 -0.6891
C 1.3356 1.6293 1.1554
H 0.9731 0.9900 1.9856
H 2.7607 -0.9751 -0.2170
H -1.3572 -0.0857 -1.5014
H -0.8088 -0.5801 0.1581
H -2.6786 -0.9871 1.0292
H -3.2931 -1.9840 -0.3476
H 2.1152 2.2562 1.5643
H -3.5676 -0.2548 -0.2134
H 1.4759 -0.8168 -1.2423
H -1.1911 -1.7765 -1.1389
H 0.9157 1.2610 -0.9027
H 1.0896 -1.0302 0.4658
H 0.4636 2.2644 0.9771
H 2.5546 1.5176 -0.6259

***

run ii takes first place; second place is 73.6 kJ/mol up.

***

Run i
19
Properties=species:S:1:pos:R:3 method="wB97M-V/def2-TZVPD" smiles=CCC.CC gap_ev=11.92 homo_ev=-10.80
C 0.7321 -1.6923 1.3892
C 1.8624 -0.8955 0.7114
C 1.6374 0.5241 1.1108
C -2.1389 0.3687 -1.8173
C -1.4083 1.5611 -1.2564
H 2.8188 -1.2844 1.2408
H 0.6837 1.0298 0.6833
H -1.0296 2.2335 -2.0094
H 1.0075 -2.7862 1.6685
H 1.4667 0.4953 2.2035
H 2.0492 -1.3372 -0.2854
H 0.2409 -1.3103 2.2617
H -1.9489 0.2521 -2.8932
H -0.9139 1.2161 -0.4007
H -3.2736 0.4982 -1.7352
H -1.9965 -0.5995 -1.3563
H 2.5330 1.1786 0.7792
H -0.0532 -1.7871 0.7058
H -2.2689 2.3349 -1.0002

***

Run ii
19
Properties=species:S:1:pos:R:3 method="wB97M-V/def2-TZVPD" smiles=CCC.CC gap_ev=12.51 homo_ev=-11.35
C -0.9181 -1.0012 -1.2707
C 1.6245 1.8715 0.5931
C 0.4767 -1.6013 -1.1897
C 0.3277 1.7180 1.3631
C -1.6867 -1.1456 0.0748
H 0.3984 -2.5645 -0.6702
H 1.3572 2.0685 -0.4453
H -0.2969 0.8797 1.0491
H -0.2523 2.6299 1.4907
H -0.9348 -1.3502 0.8359
H 0.9558 -1.8177 -2.1388
H 1.0877 -0.9920 -0.5234
H 0.4547 1.3781 2.4056
H -2.4768 -1.8888 0.0726
H 2.3280 2.5920 0.9995
H -2.1796 -0.2191 0.3715
H 2.2126 0.9486 0.5475
H -0.9425 0.0414 -1.5784
H -1.5357 -1.5472 -1.9870

***

run ii takes first place; second place is 126.5 kJ/mol up.

***

Run i
19
Properties=species:S:1:pos:R:3 method="wB97M-V/def2-TZVPD" smiles=CCC.CC gap_ev=11.93 homo_ev=-10.83
C 1.4170 0.0074 -2.1502
C 0.1015 0.6455 0.6311
C 0.0661 -0.6659 -2.4371
C -1.1454 -0.6191 2.5432
C -0.7130 0.7242 1.9309
H -0.5153 0.9087 -0.2306
H -1.3237 -0.5179 3.5471
H 0.7093 -0.3035 0.3511
H 1.9629 -0.2498 -1.2439
H -0.4798 -0.6994 -1.4831
H 2.2289 -0.1276 -2.8475
H 0.8613 1.4984 0.5331
H -1.9905 -1.2053 2.0857
H -1.6133 1.5338 1.7597
H 0.0878 -1.6486 -2.9452
H -0.3679 -1.3148 2.5343
H -0.7516 -0.2048 -3.1024
H 0.0231 1.2079 2.7034
H 1.4427 1.0307 -2.1795

***

Run ii
19
Properties=species:S:1:pos:R:3 method="wB97M-V/def2-TZVPD" smiles=CCC.CC gap_ev=12.16 homo_ev=-11.08
C -0.9199 -2.0468 -0.6273
C -0.0768 1.6084 -1.1085
C 0.2945 1.8854 0.4021
C -1.0234 -2.8672 0.6847
C 1.8052 1.8830 0.7929
H -0.2133 1.0681 0.9722
H -1.5704 -3.6872 0.2960
H -1.1463 1.6279 -1.3711
H -0.1891 2.8094 0.8479
H 2.2164 2.9131 1.0828
H 2.4698 1.8473 -0.0771
H -0.0440 -3.2177 1.1245
H 0.3262 2.2949 -1.8331
H -0.5566 -2.6678 -1.4489
H -1.9487 -1.6039 -0.7564
H 2.1441 1.0799 1.4705
H -0.2826 -1.1746 -0.5612
H 0.4246 0.6011 -1.3479
H -1.7096 -2.3533 1.4579

***

run ii takes first place; second place is 61.4 kJ/mol up.